No. 1
The following is a DFT calculation (ωB97M-V with the def2-TZVPD basis set) of a molecular structure, C51H46CoN4O4P.

The geometry in XYZ format:
```
107
Properties=species:S:1:pos:R:3:forces:R:3:lowdin_charge:R:1
Co -2.3596 -20.3923 6.3015 1.9230 -0.4013 -0.6801 0.337
O -3.5491 -23.5994 7.5326 -1.1267 -0.1477 -0.0917 0.192
C -4.1990 -23.3268 6.6058 1.2622 0.2625 -0.1800 -0.117
O -5.0118 -20.6641 7.3025 2.5057 0.2245 -2.5765 0.032
C -4.2373 -21.6872 4.7902 -2.3897 1.2908 -1.1753 -0.366
C -5.2583 -20.8885 4.0632 -0.4895 -1.1108 0.7526 -0.027
C -4.9667 -19.9735 3.1210 -1.8832 0.9482 -0.0013 -0.097
C -3.6205 -19.6824 2.7751 0.9167 -0.9084 -2.1192 -0.159
C -3.3414 -19.0262 1.4876 0.6075 0.0513 1.2394 -0.029
C -2.0946 -19.3356 0.8976 -0.9194 1.3469 -1.2036 -0.133
C -1.1542 -20.1251 1.5529 0.2654 -0.5274 0.2847 -0.115
C -1.4318 -20.7849 2.7502 0.6282 0.8158 0.0004 -0.041
C -2.6593 -20.5902 3.4017 -0.7548 -0.3861 -0.1537 -0.194
N -2.9333 -21.4707 4.5014 1.7415 1.2600 -2.2441 0.044
H -6.3542 -20.9539 4.2133 0.8677 -0.8159 0.4340 0.129
H -5.8951 -19.5798 2.5780 1.8059 -0.0360 0.6367 0.136
H -4.0699 -18.2125 1.0757 1.2766 -2.0326 0.5976 0.133
H -1.8206 -19.0005 -0.1591 -0.5302 -0.0924 1.6991 0.114
H -0.1796 -20.2130 1.0595 -0.3608 -0.3393 0.2843 0.099
H -0.7114 -21.4663 3.2200 -0.3152 0.3181 -0.4122 0.090
C -0.6994 -23.3162 6.5179 -0.0934 0.4634 -0.2052 -0.069
C 0.3942 -22.4976 5.8201 -0.0548 0.1740 0.6229 -0.329
C 1.6633 -23.3757 5.5163 0.2848 0.6185 -0.1145 -0.056
C 0.7036 -21.2748 6.7624 -0.2452 1.1800 -1.9327 -0.205
C 1.9698 -20.5012 6.3396 -0.5652 0.8690 1.9032 -0.039
O 1.5377 -19.0924 6.1633 1.0234 -0.9224 0.6236 0.009
C 0.2093 -19.0417 6.3061 1.3032 -2.9251 -0.3388 -0.326
N -0.3503 -20.1798 6.6221 0.2767 0.4866 -0.4558 0.084
C -0.3168 -17.7608 5.9197 -0.9069 1.5560 -0.8773 -0.144
C 0.5011 -16.7561 5.3164 1.3213 -2.0545 -0.3094 -0.003
C 0.0488 -15.4915 5.1098 -0.5049 0.5618 0.2084 -0.074
C -1.2846 -15.2038 5.3604 -1.1096 -0.3426 0.2233 -0.061
C -2.1543 -16.1481 5.8905 0.7843 -0.5010 -0.0184 -0.040
C -1.6570 -17.4549 6.1375 -0.5605 1.8328 2.1554 -0.229
P -2.6348 -18.4850 7.2800 0.0483 0.2683 -0.8279 1.025
C -4.2290 -17.7479 7.3204 -3.5622 2.3199 0.7748 -0.355
C -5.1790 -17.7530 6.2514 1.7037 -0.2656 -0.2287 -0.093
C -6.4238 -17.1355 6.2440 -0.4968 0.9770 0.5821 -0.060
C -6.8303 -16.4351 7.4244 0.8866 -0.4969 -1.1639 -0.060
C -5.8986 -16.3361 8.4651 -0.7896 -1.0565 -1.0049 -0.085
C -4.6855 -16.9980 8.4469 0.3699 -0.6231 -1.4280 -0.076
C -2.1941 -18.3078 9.0059 2.2822 -1.3530 0.8083 -0.336
C -0.9650 -17.7996 9.4957 -1.1170 1.0732 -0.0710 -0.062
C -0.7474 -17.8351 10.8692 1.3977 0.8707 0.0311 -0.120
C -1.5466 -18.4763 11.7724 -1.0719 -0.9287 -1.1589 -0.101
C -2.6963 -19.1039 11.2689 -1.0663 -0.8202 0.8041 -0.072
C -2.9564 -19.1182 9.8896 -1.2436 0.7270 -0.0058 -0.094
H -1.0027 -24.2576 6.0773 0.0377 0.0049 -0.6638 0.088
H -1.6054 -22.7510 6.7455 0.2195 0.1196 -0.3709 0.029
H -0.3114 -23.5867 7.4655 0.5428 -0.4193 1.2059 0.062
H 0.0121 -22.0100 4.9100 0.1128 -0.4470 0.1505 0.096
H 2.3583 -23.3873 6.3943 -0.4957 0.0669 -0.7337 0.069
H 2.2058 -23.0235 4.5836 -0.5299 -0.3354 1.1706 0.086
H 1.3843 -24.4290 5.3528 -0.0616 0.4571 -0.0130 0.077
H 0.7202 -21.5155 7.8168 0.1341 -0.4550 0.1578 0.128
H 2.4789 -20.7376 5.4587 0.2065 -0.7651 -1.6350 0.102
H 2.7180 -20.6195 7.1296 -0.0606 0.7259 0.0459 0.129
H 1.5028 -17.0357 4.9012 -0.8573 0.2800 1.0110 0.139
H 0.7307 -14.6896 4.8716 0.0404 -0.0869 -0.5739 0.111
H -1.7251 -14.2575 5.1371 0.1866 0.7882 0.0463 0.101
H -3.1542 -15.8645 6.2638 0.6218 -0.2155 -0.6536 0.113
H -4.7706 -18.2057 5.3562 -0.5203 -0.2187 -0.3809 0.091
H -7.0543 -17.0760 5.3074 0.8256 -0.4201 1.2857 0.123
H -7.8160 -15.9622 7.4599 0.4476 -0.0960 0.1129 0.101
H -6.1419 -15.8629 9.3695 -0.4821 0.8189 0.9701 0.085
H -4.1006 -16.9299 9.3307 0.5022 0.1321 0.4797 0.087
H -0.2675 -17.1742 8.9053 -0.6330 -0.6063 0.0508 0.117
H 0.0705 -17.2519 11.3000 0.1649 -0.3597 -0.4038 0.106
H -1.1995 -18.5919 12.7724 -0.3004 0.2435 0.7712 0.094
H -3.4507 -19.5605 12.0035 1.3265 0.4044 -1.3400 0.131
H -3.8945 -19.5976 9.4704 1.2204 0.4706 0.7255 0.126
C 2.7496 -22.4631 12.0064 1.4721 -1.7705 0.5472 -0.091
N 2.3563 -22.7910 10.6597 -1.7275 1.7041 -2.0438 -0.009
C 2.6365 -23.9010 9.9528 1.5045 -2.7482 0.5529 -0.602
N 3.4134 -24.8846 10.6541 -1.2330 0.6786 -1.2404 0.151
O 2.2404 -24.1626 8.8262 -0.1288 0.8587 0.3255 0.026
H 2.4802 -21.4768 12.3724 -0.2057 0.0280 -0.5278 0.079
H 3.8917 -22.5600 12.0533 -1.4983 0.2969 0.2670 0.102
H 2.3006 -23.2382 12.6758 0.4739 0.7350 -0.1188 0.097
H 1.6985 -22.2333 10.0687 0.8443 -0.2610 1.3743 0.157
H 4.0038 -24.5687 11.3623 0.7914 0.7571 1.4350 0.035
H 3.9389 -25.5057 10.0691 -0.3221 -0.1990 -0.5845 0.090
C -4.0582 -20.6731 6.5515 -5.4410 -1.1160 4.6017 -0.284
C -4.6529 -22.9709 5.3958 -0.4234 -0.7876 -0.1277 -0.146
C -5.5306 -23.9427 4.7541 -0.6036 -0.0212 -0.7726 -0.084
C -5.4201 -24.3353 3.3235 0.6006 1.5209 -1.4371 -0.148
C -4.1420 -24.4368 2.6705 -0.3403 -1.4753 0.7324 -0.014
C -4.0491 -25.1745 1.4725 0.0366 0.5821 -0.9266 -0.083
C -5.1931 -25.2968 0.6461 0.4464 -0.3746 1.4930 -0.097
C -6.4547 -25.0157 1.1834 1.2536 0.2076 -0.6200 -0.107
C -6.5575 -24.4917 2.4469 0.3818 -0.3916 1.5118 -0.042
C -6.5396 -24.6227 5.5425 -0.6902 1.2061 2.0904 -0.183
C -7.2343 -24.0324 6.6813 -0.4868 -2.6213 -0.7887 0.023
C -8.1552 -24.8512 7.4124 1.8207 1.2516 0.7283 -0.107
C -8.4175 -26.1656 7.1518 0.4605 -1.2012 -2.9912 -0.097
C -7.8266 -26.7048 5.9541 -0.2071 1.2821 1.9285 -0.060
C -6.8431 -25.9528 5.3092 -1.2099 -2.2466 -0.8455 -0.059
H -3.2090 -24.1180 3.1676 -0.6478 -0.4444 0.0854 0.113
H -3.0832 -25.6622 1.1441 -0.9993 1.2538 0.2491 0.114
H -5.1147 -25.6004 -0.3774 0.1433 -0.5887 -0.2693 0.085
H -7.3103 -25.2545 0.5772 -0.3918 0.4202 -0.0626 0.096
H -7.5485 -24.2111 2.7701 -0.0722 -0.1838 0.5289 0.111
H -7.0664 -23.0417 7.0351 0.2650 0.6165 -0.0531 0.094
H -8.4376 -24.5238 8.3989 -0.5080 0.6730 0.0170 0.092
H -9.0754 -26.8045 7.7236 -0.0572 0.2811 0.2560 0.093
H -8.1052 -27.7041 5.6348 0.3939 0.0561 -0.0209 0.095
H -6.3449 -26.5450 4.5535 0.3319 0.5256 -0.3960 0.114
```
Positions in Å, forces in eV/Å.

Computed properties:
HOMO-LUMO gap (alpha / beta)	4.61 / 6.98	eV
DFT total energy	-114692.1213	eV
LUMO (alpha / beta)	-0.33 / -0.34	eV
expectation value of S²	6.088
spin multiplicity	5


No. 2
The following is a DFT calculation (ωB97M-V with the def2-TZVPD basis set) of a molecular structure, C51H49F6N5O2P2S3Sn.

The geometry in XYZ format:
```
119
Properties=species:S:1:pos:R:3:forces:R:3:lowdin_charge:R:1
Sn 0.4790 -0.2747 -0.9466 -0.0998 -0.1108 -0.2271 1.090
S -1.3969 1.7689 0.0543 0.1294 -0.0279 0.1383 0.185
P -0.9969 1.3374 2.0059 -0.0866 -0.3453 0.0756 0.371
C 0.4498 0.6352 2.5633 -0.0043 0.7492 -0.0823 -0.541
P 1.7201 1.7562 2.6463 0.1027 -0.1680 0.1491 0.339
S 2.1617 3.0591 1.1860 0.0196 -0.0125 -0.0833 0.166
C 3.3075 0.8687 3.0308 -0.0620 0.0560 -0.1573 -0.339
C 3.3851 -0.5139 3.1063 -0.0192 0.1022 -0.0301 -0.098
C 4.6025 -1.1511 3.3276 0.0079 -0.0391 0.0140 -0.093
C 5.7598 -0.4046 3.4826 -0.0263 -0.0041 0.0056 -0.116
C 5.6958 0.9841 3.4043 -0.0564 -0.0060 -0.0248 -0.106
C 4.4810 1.6107 3.1736 0.0243 0.0625 0.0836 -0.114
C 1.6643 2.7500 4.2268 -0.0719 -0.0668 0.0146 -0.325
C 1.6734 4.1368 4.2540 0.0392 0.0418 0.0078 -0.117
C 1.5965 4.8233 5.4629 -0.0314 -0.0249 0.0029 -0.106
C 1.5182 4.1283 6.6599 0.0072 -0.0195 -0.0208 -0.124
C 1.5071 2.7362 6.6434 -0.0062 -0.0079 -0.0103 -0.103
C 1.5719 2.0597 5.4361 0.0150 0.0495 -0.0274 -0.096
C -1.4649 2.8310 2.9765 0.1322 0.0785 -0.0068 -0.345
C -1.4818 4.0907 2.3892 -0.0930 -0.0305 0.0233 -0.110
C -1.7142 5.2239 3.1614 0.0041 -0.0062 0.0036 -0.099
C -1.9362 5.1071 4.5252 0.0101 -0.0028 0.0035 -0.119
C -1.9070 3.8522 5.1235 0.0087 -0.0287 -0.0060 -0.103
C -1.6585 2.7262 4.3550 0.0486 0.0286 -0.0365 -0.116
C -2.3602 0.1677 2.4217 0.0132 0.0615 -0.0770 -0.333
C -3.5625 0.5185 3.0276 0.0271 0.0174 0.0750 -0.091
C -4.5498 -0.4371 3.2502 0.0147 0.0328 -0.0049 -0.107
C -4.3614 -1.7483 2.8377 0.0434 0.0597 0.0011 -0.109
C -3.1840 -2.0971 2.1840 -0.0186 -0.1318 -0.0424 -0.080
C -2.1988 -1.1444 1.9825 -0.0176 0.0768 -0.0280 -0.125
H 2.4851 -1.0803 2.9395 -0.0772 -0.2152 -0.0281 0.048
H 4.6442 -2.2342 3.3545 -0.0148 0.0047 0.0020 0.095
H 6.7105 -0.8979 3.6506 -0.0017 -0.0042 -0.0149 0.087
H 6.6002 1.5742 3.5025 -0.0148 0.0103 0.0234 0.090
H 4.4270 2.6903 3.0843 0.0099 -0.0155 -0.0242 0.085
H 1.7473 4.6693 3.3127 -0.0180 -0.0101 -0.0069 0.053
H 1.5892 5.9077 5.4663 0.0058 -0.0003 -0.0107 0.092
H 1.4641 4.6631 7.6017 -0.0139 0.0015 -0.0027 0.085
H 1.4409 2.1826 7.5741 0.0070 -0.0064 -0.0051 0.089
H 1.5452 0.9756 5.4131 0.0264 0.1719 0.0053 0.071
H -1.3114 4.1616 1.3217 0.0244 0.0157 0.0070 0.057
H -1.7133 6.2024 2.6949 -0.0034 -0.0013 -0.0093 0.092
H -2.1122 5.9908 5.1285 0.0014 0.0020 -0.0058 0.088
H -2.0541 3.7558 6.1931 0.0093 -0.0014 0.0049 0.094
H -1.5979 1.7486 4.8212 0.0189 0.0124 0.0197 0.106
H -3.7326 1.5472 3.3221 -0.0264 -0.0454 0.0298 0.095
H -5.4731 -0.1510 3.7421 -0.0018 0.0178 -0.0157 0.088
H -5.1324 -2.4909 3.0086 0.0005 -0.0042 -0.0134 0.088
H -3.0355 -3.1112 1.8260 0.0362 0.0711 0.0471 0.083
H -1.2816 -1.3909 1.4608 0.0052 -0.1189 -0.0486 0.052
C -2.5686 -3.4009 -2.1718 -0.0059 0.0162 -0.0320 -0.049
C -2.7833 -3.0931 -3.5060 -0.0036 -0.0249 0.0089 -0.071
C -2.3446 -1.8816 -4.0035 -0.0344 0.0147 -0.0151 -0.025
C -1.6800 -0.9939 -3.1599 0.0061 0.0992 0.0739 -0.230
N -1.5099 -1.2874 -1.8633 0.0830 -0.1977 -0.1700 0.009
C -1.9243 -2.4612 -1.3909 -0.0369 0.1236 -0.0599 -0.111
C -1.0379 0.2558 -3.6414 0.0266 -0.0189 -0.0142 -0.211
C -1.4150 0.8331 -4.8546 -0.0161 0.0054 -0.0067 -0.058
C -0.7526 1.9533 -5.3293 0.0232 -0.0001 0.0148 -0.113
C 0.2814 2.5064 -4.5814 -0.0199 -0.0095 -0.0002 -0.109
C 0.6339 1.9395 -3.3637 -0.0269 0.0349 0.0637 -0.128
C -0.0062 0.8051 -2.8668 -0.0319 -0.0930 0.0216 -0.289
H -2.8462 -4.3561 -1.7482 -0.0344 0.0273 0.0170 0.102
H -3.2543 -3.8120 -4.1663 -0.0187 0.0113 -0.0015 0.100
H -2.4540 -1.6500 -5.0534 0.0288 -0.0113 0.0065 0.101
H -1.7081 -2.6649 -0.3542 0.0831 -0.0518 0.1528 0.085
H -2.2364 0.4206 -5.4308 0.0194 -0.0024 -0.0049 0.094
H -1.0410 2.3944 -6.2767 -0.0167 0.0115 0.0115 0.085
H 0.8015 3.3858 -4.9471 0.0038 -0.0036 0.0121 0.088
H 1.4214 2.4019 -2.7747 0.0125 0.0024 -0.0284 0.093
N 4.4419 0.9787 -0.9305 0.0673 -0.0121 0.1167 -0.068
N 3.4488 0.0395 -0.4842 0.1077 0.1467 -0.0504 -0.112
H 5.0323 1.2424 -0.1428 -0.0416 0.0326 -0.0080 0.046
H 3.9244 1.8218 -1.1569 -0.0042 -0.0163 -0.0105 0.028
H 3.0946 0.3066 0.4306 -0.0691 0.0063 0.0352 -0.009
H 3.8843 -0.8706 -0.3997 -0.0360 -0.0328 -0.0648 0.057
C 2.8234 -1.1566 -3.6898 -0.0266 -0.0306 0.0604 0.011
C 1.9826 -2.3705 -3.2513 0.0551 -0.1549 -0.0726 -0.498
O 1.0192 -2.1252 -2.3481 -0.0067 0.2623 0.0068 -0.289
C 2.9556 -3.4418 -2.6685 -0.0650 0.0775 0.0808 -0.545
F 3.4846 -3.0037 -1.5123 0.0089 0.0233 -0.0060 0.117
F 2.3525 -4.6112 -2.4015 -0.0172 -0.0256 0.0170 0.138
F 4.0131 -3.7409 -3.4692 0.0350 -0.0121 -0.0516 0.106
C 1.3240 -2.9664 -4.5330 0.0625 0.0558 0.0708 -0.538
F 0.5187 -4.0098 -4.2871 -0.0326 -0.0445 0.0164 0.140
F 2.2217 -3.3917 -5.4638 0.0313 -0.0133 -0.0364 0.113
F 0.5680 -2.0390 -5.1514 -0.0143 0.0138 -0.0096 0.135
H 3.1507 -0.6274 -2.7953 0.0181 -0.0303 -0.0106 0.058
H 2.1986 -0.4858 -4.2772 -0.0110 0.0226 0.0390 0.081
H 3.6943 -1.4510 -4.2766 -0.0135 0.0275 -0.0453 0.085
C 1.5697 -2.8407 5.9823 -0.0478 0.0268 0.0021 -0.106
C 0.5539 -1.7156 5.8159 0.0161 -0.0887 -0.0076 -0.226
C -0.4269 -1.9746 4.6753 0.0570 -0.0992 -0.0230 -0.189
N 0.2527 -2.0439 3.4001 0.1553 -1.0582 -0.2672 -0.023
C 0.4294 -3.1135 2.6240 -0.1139 0.8459 0.8350 -0.829
S 1.1975 -3.0622 1.1677 0.0065 -0.3976 -0.1641 0.685
N -0.0388 -4.3417 3.2081 -0.0612 -0.4122 -0.2114 0.092
C -0.7738 -5.2588 2.4978 0.0743 0.2260 0.2802 -0.458
O -1.5314 -4.9673 1.6006 0.0790 -0.1092 -0.2015 0.073
C -0.5898 -6.6825 2.9436 -0.0737 0.0144 -0.0208 -0.135
C -0.6343 -7.0556 4.2807 0.0342 -0.0241 0.0505 -0.041
C -0.4724 -8.3882 4.6371 -0.0030 -0.0027 -0.0047 -0.094
C -0.2503 -9.3456 3.6583 0.0079 0.0070 -0.0117 -0.104
C -0.1998 -8.9704 2.3214 -0.0086 0.0180 -0.0171 -0.082
C -0.3801 -7.6440 1.9617 -0.0084 -0.0396 0.0174 -0.011
H 2.2701 -2.6311 6.7923 0.0126 -0.0066 -0.0101 0.066
H 2.1529 -2.9707 5.0678 0.0079 -0.0002 -0.0006 0.064
H 1.0679 -3.7872 6.2130 0.0158 -0.0049 -0.0015 0.062
H 1.0711 -0.7738 5.6206 -0.0549 -0.1612 -0.0001 0.073
H -0.0191 -1.5879 6.7396 0.0085 0.0405 0.0112 0.106
H -1.1597 -1.1676 4.6225 0.0031 0.0603 -0.0518 0.109
H -0.9646 -2.9097 4.8414 -0.0717 0.0332 0.0189 0.111
H 0.5190 -1.1184 2.9718 -0.1969 0.6508 0.0320 0.013
H 0.5519 -4.7066 3.9401 0.0705 -0.0165 -0.0731 0.121
H -0.8141 -6.3092 5.0464 -0.0050 0.0017 -0.0133 0.112
H -0.5223 -8.6788 5.6791 0.0029 0.0101 0.0011 0.096
H -0.1150 -10.3836 3.9358 -0.0034 0.0002 0.0021 0.094
H -0.0193 -9.7135 1.5549 -0.0003 -0.0066 0.0067 0.100
H -0.3488 -7.3321 0.9256 -0.0189 -0.0048 0.0083 0.126
```
Positions in Å, forces in eV/Å.

Computed properties:
HOMO-LUMO gap	5.12	eV
total charge	-2
DFT total energy	-138451.9559	eV
LUMO	3.59	eV


Values of ΔE to the lowest compared entry with this formula, charge and spin, in order: 458.5, 0.0, all in kJ/mol.
Values of molar mass, in order: 868.86, 1154.83, all in g/mol.
Values of F_max, in order: 0.14027, 0.02322, all in hartree/bohr.